DFT (ωB97M-V/def2-TZVPD) results for a single C24H40N2O10 molecule.

Energy relative to the best compared isomer or geometry (same formula, charge and spin) (kcal per mole): 0.0
SMILES: CCOC(=O)CC[C@H](NC(=O)CCCCC(=O)N[C@H](CCC(=O)OCC)C(=O)OCC)C(=O)OCC
Highest occupied orbital energy (hartree): -0.34669
E_LUMO (eV): 0.76
Frontier orbital gap (Eh): 0.3745

The geometry in ORCA input format:
```
! RIJCOSX wB97M-V def2-TZVPD def2/J DEFGRID3
* xyz 0 1
C -0.402 -3.544 -2.232
C 1.085 -3.840 -2.349
O 1.887 -2.897 -1.629
C 2.035 -1.682 -2.139
O 1.533 -1.307 -3.172
C 2.962 -0.853 -1.277
C 2.971 0.626 -1.655
C 1.732 1.362 -1.143
N 0.542 1.021 -1.884
C -0.682 1.216 -1.372
O -0.843 1.644 -0.234
C -1.833 0.866 -2.290
C -2.533 -0.449 -1.883
C -3.982 -0.255 -1.432
C -4.112 0.474 -0.090
C -3.555 -0.407 1.010
O -4.146 -1.373 1.460
N -2.334 -0.045 1.446
C -1.625 -0.910 2.366
C -0.125 -0.628 2.333
C 0.219 0.777 2.820
C 1.667 1.112 2.548
O 2.391 0.470 1.825
O 2.026 2.232 3.163
C 3.334 2.749 2.887
C 4.419 1.974 3.620
C -1.861 -2.359 1.925
O -1.665 -2.738 0.797
O -2.189 -3.129 2.950
C -2.557 -4.482 2.665
C -4.069 -4.588 2.531
C 1.997 2.869 -1.158
O 2.840 3.392 -0.475
O 1.199 3.511 -2.001
C 1.349 4.930 -2.091
C 2.472 5.307 -3.045
H -0.967 -4.362 -2.669
H -0.638 -2.629 -2.767
H -0.692 -3.427 -1.191
H 1.333 -4.804 -1.900
H 1.394 -3.830 -3.400
H 3.962 -1.273 -1.404
H 2.691 -0.977 -0.228
H 3.843 1.100 -1.204
H 3.035 0.730 -2.741
H 1.578 1.098 -0.090
H 0.666 0.605 -2.796
H -1.465 0.796 -3.314
H -2.549 1.689 -2.244
H -2.538 -1.122 -2.741
H -1.978 -0.949 -1.088
H -4.445 -1.239 -1.328
H -4.531 0.297 -2.199
H -3.584 1.427 -0.113
H -5.169 0.653 0.115
H -1.806 0.654 0.928
H -2.027 -0.792 3.381
H 0.391 -1.367 2.949
H 0.227 -0.749 1.306
H -0.371 1.521 2.278
H 0.013 0.898 3.884
H 3.294 3.785 3.228
H 3.502 2.723 1.806
H 4.225 1.971 4.690
H 5.383 2.441 3.435
H 4.451 0.948 3.263
H -2.064 -4.791 1.738
H -2.183 -5.076 3.502
H -4.345 -5.588 2.212
H -4.414 -3.861 1.800
H -4.547 -4.368 3.482
H 1.550 5.328 -1.091
H 0.384 5.293 -2.451
H 3.423 4.943 -2.662
H 2.296 4.871 -4.026
H 2.522 6.387 -3.141
*
```



DFT (ωB97M-V/def2-TZVPD) results for 7 unconnected molecules or ions with the total composition C24H40O8 at a distorted geometry.

Energy relative to the best compared isomer or geometry (same formula, charge and spin) (kcal per mole): 33.0
SMILES: O=C1C=CC(=O)C=C1.CC(C)=O.CC(C)=O.CC(C)=O.CC(C)=O.CC(C)=O.CC(C)=O
Highest occupied orbital energy (hartree): -0.33222
E_LUMO (eV): -1.43
Frontier orbital gap (Eh): 0.2796

The geometry in ORCA input format:
```
! RIJCOSX wB97M-V def2-TZVPD def2/J DEFGRID3
* xyz 0 1
O 14.775 13.893 5.701
C 13.909 13.057 5.432
C 12.640 13.488 4.862
C 11.643 12.690 4.449
C 11.710 11.279 4.703
O 10.764 10.545 4.457
C 13.050 10.735 5.277
C 14.008 11.601 5.688
H 12.607 14.593 4.723
H 10.731 13.200 4.078
H 13.199 9.683 5.512
H 14.954 11.221 6.073
C 7.510 11.658 4.435
C 7.299 12.260 5.774
C 7.079 11.414 6.991
O 7.369 13.487 5.811
H 6.874 10.863 4.126
H 8.456 11.141 4.554
H 7.602 12.412 3.619
H 6.031 11.321 7.235
H 7.599 11.921 7.832
H 7.551 10.388 6.945
C 9.944 6.967 6.476
C 8.790 7.225 7.418
C 7.977 6.016 7.968
O 8.374 8.352 7.594
H 9.444 6.976 5.494
H 10.488 6.149 6.715
H 10.705 7.818 6.493
H 8.409 5.787 8.918
H 8.003 5.198 7.323
H 6.983 6.407 8.108
C 14.336 13.022 10.729
C 14.537 12.886 9.290
C 15.962 12.957 8.769
O 13.629 12.486 8.642
H 14.578 12.063 11.275
H 13.332 13.339 10.992
H 15.016 13.706 11.230
H 16.666 13.447 9.506
H 15.978 13.516 7.849
H 16.429 12.024 8.468
C 8.752 16.726 5.371
C 9.984 16.385 6.114
C 9.794 15.787 7.535
O 11.034 16.581 5.586
H 8.949 17.215 4.438
H 8.106 17.261 6.016
H 8.279 15.737 5.287
H 8.890 15.155 7.690
H 9.715 16.610 8.204
H 10.731 15.206 7.820
C 6.447 14.383 9.264
C 5.630 15.642 9.456
C 5.319 16.454 8.204
O 5.029 15.833 10.468
H 7.162 14.326 10.039
H 6.951 14.271 8.307
H 5.720 13.608 9.477
H 6.301 16.893 7.884
H 4.538 17.170 8.330
H 5.110 15.782 7.384
C 10.581 10.812 7.693
C 10.269 11.657 8.903
C 10.071 10.881 10.169
O 10.210 12.860 8.758
H 10.342 11.574 6.877
H 10.044 9.876 7.542
H 11.722 10.658 7.718
H 9.834 11.490 11.091
H 10.909 10.253 10.331
H 9.228 10.215 10.081
*
```